The following is a quantum chemistry calculation of a structure of composition C9H15INO in a non-equilibrium geometry, from the OMol25 dataset.

Last column: Löwdin charge in e.
CARTESIAN COORDINATES (ANGSTROEM)
1 I 3.14 0.10 2.12  0.50
2 O -0.23 0.40 1.40  0.13
3 N 0.75 -1.60 0.51  -0.04
4 C 0.22 1.19 0.25  -0.19
5 C 0.99 -1.16 -0.79  -0.14
6 C -1.03 1.50 -0.51  -0.32
7 C 0.02 -0.81 1.40  -0.35
8 C -0.70 -1.94 2.04  0.01
9 C -1.57 2.87 -0.76  -0.03
10 C 0.00 -2.84 0.96  -0.03
11 C -0.29 0.92 -1.71  -0.10
12 C 0.91 0.39 -0.86  -0.18
13 H -0.78 0.19 -2.37  0.13
14 H -0.70 3.46 -1.16  0.11
15 H 3.02 -0.41 0.25  -0.07
16 H 0.09 1.65 -2.46  0.14
17 H -1.81 0.85 -0.30  0.13
18 H 0.73 2.06 0.64  0.16
19 H 1.74 1.03 -1.15  0.14
20 H -1.79 -1.81 1.87  0.16
21 H 0.69 -3.65 1.43  0.16
22 H -2.37 2.71 -1.60  0.14
23 H -0.54 -2.05 3.05  0.10
24 H 1.92 -1.50 -1.09  0.09
25 H 0.27 -1.63 -1.53  0.16
26 H -0.70 -3.29 0.21  0.14
27 H -1.97 3.33 0.13  0.07

- HOMO level: -13.184 eV
- Energy above the lowest of the compared OMol25 structures with the same formula, charge and spin: 253.8 kJ/mol
- Kohn-Sham gap: 9.3 eV
- Net charge: +1



The following is a quantum chemistry calculation of the ion C8H11N4O2 with charge +1 in a non-equilibrium geometry, from the OMol25 dataset.

Last column: Löwdin charge in e.
CARTESIAN COORDINATES (ANGSTROEM)
1 O 1.26 2.60 0.91  0.00
2 O 3.28 1.76 1.91  0.10
3 N -0.47 -0.27 0.12  -0.04
4 N 0.35 1.80 0.54  0.04
5 N 2.81 2.00 0.86  -0.23
6 N -3.61 -2.92 0.57  0.18
7 C 2.43 2.13 -1.55  -0.05
8 C -1.73 0.11 0.46  0.03
9 C -0.29 -1.57 -0.23  0.00
10 C 0.59 0.57 0.34  -0.13
11 C -2.58 -2.09 0.26  -0.23
12 C -2.83 -0.72 0.45  0.04
13 C 3.31 1.95 -0.29  -0.09
14 C -1.29 -2.50 -0.30  0.06
15 H 1.93 3.10 -1.42  0.09
16 H -3.74 -0.40 0.79  0.10
17 H 1.50 -0.05 0.33  0.16
18 H 0.76 -1.88 -0.23  0.15
19 H 4.34 1.59 -0.44  0.16
20 H -1.24 -3.45 -0.74  0.11
21 H 1.84 1.28 -1.87  0.06
22 H -3.46 -3.91 0.51  0.12
23 H -1.81 1.12 0.89  0.15
24 H -4.53 -2.52 0.52  0.12
25 H 3.18 2.25 -2.40  0.10

- SMILES string: C/C=[N+](/[O-])O/N=C/n1ccc(=[NH2+])cc1
- HOMO level: -12.563 eV
- Energy above the lowest of the compared OMol25 structures with the same formula, charge and spin: 643.1 kJ/mol
- Kohn-Sham gap: 8.4 eV
- Net charge: +1



The following is a quantum chemistry calculation of a structure of composition C33H50Cl2IrP2 in a non-equilibrium geometry, from the OMol25 dataset.

Last column: Löwdin charge in e.
CARTESIAN COORDINATES (ANGSTROEM)
1 Ir 0.06 -0.09 0.26  0.50
2 Cl 1.86 -0.39 -1.15  -0.21
3 Cl -1.73 -0.72 -1.01  -0.17
4 P 0.54 -0.52 2.36  0.68
5 P 0.11 -1.02 -4.39  1.09
6 C -2.58 0.63 -7.25  -0.21
7 C 1.98 -0.75 -6.68  -0.21
8 C 0.11 3.06 -0.79  -0.07
9 C -0.15 -0.58 6.42  -0.10
10 C 1.87 1.12 -4.97  -0.22
11 C -1.59 1.20 -4.52  -0.22
12 C -1.31 -0.13 -5.23  -0.45
13 C 3.65 1.18 -6.79  -0.21
14 C 1.08 -5.00 -5.31  -0.21
15 C 2.07 -1.53 6.03  -0.10
16 C 3.40 -0.31 -7.06  -0.21
17 C -1.36 -3.38 -4.81  -0.21
18 C -0.90 -1.86 2.30  -0.27
19 C 1.05 -1.11 6.90  -0.11
20 C -1.30 5.13 0.49  -0.12
21 C -0.25 -5.67 -4.96  -0.22
22 C 2.19 0.54 2.43  -0.27
23 C 1.69 -0.38 -5.21  -0.45
24 C 0.69 -0.80 4.17  -0.40
25 C -1.22 3.89 1.10  -0.07
26 C 1.17 -3.57 -4.75  -0.22
27 C -0.02 -2.70 -5.17  -0.49
28 C 3.29 1.57 -5.35  -0.20
29 C -0.50 2.83 0.48  -0.31
30 C 0.00 4.31 -1.39  -0.11
31 C -0.70 5.34 -0.76  -0.13
32 C -1.25 0.05 -6.75  -0.22
33 C -0.42 1.55 1.16  -0.36
34 C -0.34 -0.42 5.05  -0.11
35 C -2.95 1.94 -6.55  -0.21
36 C 1.89 -1.39 4.66  -0.11
37 C -1.45 -4.81 -5.36  -0.21
38 C -2.91 1.81 -5.02  -0.20
39 H -2.38 -5.27 -5.02  0.10
40 H 1.88 -1.83 -6.84  0.09
41 H 2.12 -3.12 -5.07  0.09
42 H 2.16 1.12 3.37  0.04
43 H -3.95 2.26 -6.87  0.10
44 H -2.17 -0.80 -5.02  0.10
45 H -0.95 -0.31 7.11  0.10
46 H -0.29 -5.86 -3.88  0.11
47 H -1.84 5.93 0.99  0.09
48 H -3.06 2.79 -4.55  0.11
49 H -3.37 -0.11 -7.07  0.11
50 H 2.44 -0.90 -4.59  0.10
51 H 3.06 1.79 -7.49  0.11
52 H -1.75 -1.50 2.89  0.02
53 H -1.50 -4.75 -6.46  0.11
54 H 1.19 -1.24 7.97  0.09
55 H -1.19 -2.00 1.24  -0.06
56 H -0.32 -6.65 -5.46  0.10
57 H 4.70 1.42 -6.98  0.10
58 H 0.00 -2.54 -6.26  0.09
59 H -1.27 -0.03 4.64  0.10
60 H 1.19 -4.96 -6.40  0.11
61 H 3.05 -0.13 2.43  0.01
62 H -0.77 1.90 -4.72  0.10
63 H -1.63 1.04 -3.43  0.07
64 H 1.91 -5.59 -4.93  0.10
65 H 1.20 -3.61 -3.65  0.12
66 H -1.05 -0.91 -7.26  0.10
67 H 0.67 2.24 -1.25  0.05
68 H 2.66 -1.71 3.96  0.10
69 H 0.47 4.48 -2.35  0.09
70 H 1.68 1.36 -3.91  0.09
71 H -1.68 3.69 2.07  0.10
72 H -2.53 0.78 -8.34  0.10
73 H 1.14 1.69 -5.57  0.10
74 H -2.20 -2.79 -5.19  0.10
75 H 2.98 -1.99 6.42  0.10
76 H 4.00 1.10 -4.66  0.12
77 H -0.49 -2.78 2.72  0.02
78 H -0.78 6.31 -1.23  0.08
79 H 3.38 2.65 -5.22  0.10
80 H -0.43 0.73 -7.01  0.10
81 H -1.46 -3.39 -3.71  0.12
82 H 4.11 -0.90 -6.47  0.11
83 H -2.25 2.73 -6.86  0.11
84 H 1.25 -0.26 -7.34  0.09
85 H -0.80 1.49 2.19  0.02
86 H 2.20 1.24 1.58  0.00
87 H 3.58 -0.54 -8.11  0.10
88 H -3.74 1.17 -4.69  0.11

- Spin multiplicity: 5
- HOMO level (spin up / spin down): -2.966 / -4.768 eV
- Kohn-Sham gap (spin up / spin down): 5.6 / 6.7 eV
- Net charge: -1



The following is a quantum chemistry calculation of a cluster of 2 separate species, C13H16Cl2F7N2O3S in total in a non-equilibrium geometry, from the OMol25 dataset.

Last column: Löwdin charge in e.
CARTESIAN COORDINATES (ANGSTROEM)
1 Cl -0.63 -7.06 2.60  0.51
2 Cl -3.52 -7.45 2.87  0.52
3 S -2.25 0.54 0.81  0.83
4 F -2.06 -4.46 -0.22  0.18
5 F -1.83 -2.56 1.30  0.16
6 F -3.74 -3.58 -1.26  0.21
7 F -2.27 -0.57 -1.53  0.15
8 F -1.70 -3.09 -1.85  0.20
9 F -3.79 -1.94 0.61  0.18
10 F -0.53 -1.13 -0.33  0.15
11 O -1.79 0.23 2.12  -0.19
12 O -2.15 3.20 1.81  0.13
13 O -3.60 0.90 0.58  -0.17
14 N -0.40 1.53 -0.81  0.19
15 N -1.21 1.87 0.22  -0.03
16 C 1.33 2.19 -2.32  -0.11
17 C -1.28 3.05 0.80  -0.29
18 C 3.45 1.94 0.61  -0.07
19 C -2.54 -2.18 0.23  -0.37
20 C 2.87 1.09 -0.53  -0.41
21 C -0.48 4.10 0.33  0.10
22 C -2.22 -6.31 2.52  -1.04
23 C 0.37 2.50 -1.22  -0.23
24 C -2.50 -3.36 -0.83  -0.53
25 C 3.74 -0.15 -0.75  -0.05
26 C 0.35 3.81 -0.69  0.08
27 C -1.83 -0.90 -0.32  -0.48
28 C 2.76 1.97 -1.80  -0.14
29 H 3.00 2.93 0.60  0.06
30 H 4.50 2.10 0.42  0.09
31 H -0.54 5.07 0.77  0.15
32 H 1.90 0.73 -0.18  0.10
33 H -2.26 -5.50 3.25  0.02
34 H 3.25 2.92 -1.62  0.11
35 H 3.31 1.48 1.58  0.08
36 H 1.00 1.29 -2.84  0.13
37 H -1.68 3.17 2.65  0.16
38 H 3.29 1.47 -2.59  0.11
39 H 3.09 -1.00 -0.93  0.08
40 H 4.40 -0.05 -1.60  0.08
41 H 1.30 2.99 -3.04  0.13
42 H -2.37 -5.92 1.52  -0.01
43 H 4.29 -0.40 0.15  0.08
44 H 1.00 4.55 -1.12  0.15

- HOMO level: -12.466 eV
- Energy above the lowest of the compared OMol25 structures with the same formula, charge and spin: 0.0 kJ/mol
- Kohn-Sham gap: 7.1 eV
- Net charge: +1



The following is a quantum chemistry calculation of the ion C35H53 with charge +1 in a non-equilibrium geometry, from the OMol25 dataset.

Last column: Löwdin charge in e.
CARTESIAN COORDINATES (ANGSTROEM)
1 C -0.07 -2.31 0.73  -0.09
2 C -2.04 5.27 -2.91  -0.01
3 C 0.00 1.46 -1.69  -0.12
4 C 2.60 -5.40 2.94  -0.20
5 C 3.53 -4.48 3.75  -0.20
6 C -2.79 -2.01 -1.90  -0.02
7 C -4.77 -3.24 -0.97  -0.04
8 C -1.97 0.03 -0.89  -0.11
9 C -0.97 3.38 -4.06  -0.04
10 C -1.88 -0.96 -1.90  -0.20
11 C 4.32 -2.95 1.82  -0.20
12 C -0.82 -1.00 -2.99  -0.03
13 C -3.88 -1.14 0.05  0.01
14 C 0.15 0.14 0.81  -0.02
15 C -0.47 4.02 -1.61  -0.11
16 C 3.68 -1.64 2.32  -0.19
17 C 3.32 -0.67 1.18  -0.17
18 C 2.20 -1.17 0.26  -0.12
19 C -3.02 -0.03 0.06  -0.22
20 C 0.58 -3.78 2.73  -0.20
21 C 1.10 -5.17 3.23  -0.19
22 C -3.21 7.30 -2.04  -0.04
23 C -1.15 4.23 -2.82  -0.20
24 C -2.26 6.16 -1.86  -0.26
25 C -0.76 0.86 -0.48  -0.11
26 C -3.80 -2.10 -0.96  -0.26
27 C 4.73 -3.93 2.96  -0.19
28 C 0.55 -3.66 1.21  -0.17
29 C 0.57 2.91 -1.47  -0.30
30 C 1.85 3.15 -2.31  -0.04
31 C -1.58 5.94 -0.68  -0.01
32 C -3.25 1.03 1.10  -0.03
33 C 0.06 4.76 0.76  -0.05
34 C -0.68 4.90 -0.54  -0.22
35 C 0.81 -1.12 0.74  -0.07
36 H 0.50 -5.94 2.73  0.11
37 H 4.38 -1.14 3.01  0.13
38 H 0.95 2.90 -0.43  0.10
39 H -0.04 2.80 -4.09  0.06
40 H 2.78 -5.29 1.86  0.10
41 H 0.92 -5.25 4.31  0.12
42 H 0.21 -0.95 -2.62  0.08
43 H -3.27 7.88 -1.11  0.08
44 H 1.55 -3.84 0.79  0.09
45 H 4.22 -0.43 0.62  0.12
46 H -5.79 -2.87 -1.12  0.09
47 H -0.07 -4.49 0.83  0.13
48 H -2.89 7.97 -2.84  0.09
49 H -4.75 -3.80 -0.03  0.09
50 H -1.82 2.67 -4.19  0.10
51 H -0.98 -2.13 1.33  0.14
52 H 0.82 1.00 0.97  0.13
53 H -3.25 2.01 0.61  0.10
54 H 2.27 4.14 -2.02  0.10
55 H 1.16 4.83 0.63  0.09
56 H -1.10 1.78 0.15  0.14
57 H 2.77 -1.87 2.92  0.09
58 H 2.45 -2.16 -0.12  0.11
59 H -2.51 1.06 1.90  0.08
60 H -0.68 0.09 1.57  0.13
61 H 3.00 0.26 1.64  0.11
62 H 5.42 -3.41 3.64  0.11
63 H 2.61 2.37 -2.15  0.08
64 H -0.16 3.81 1.28  0.08
65 H 3.62 -3.47 1.11  0.09
66 H -0.99 -0.19 -3.70  0.09
67 H -2.56 5.42 -3.85  0.13
68 H -0.43 -3.63 3.13  0.12
69 H 2.97 -3.65 4.20  0.10
70 H -0.51 1.45 -2.68  0.09
71 H -0.99 4.03 -4.95  0.09
72 H -4.69 -1.16 0.75  0.12
73 H -2.77 -2.71 -2.72  0.12
74 H 0.86 0.79 -1.78  0.09
75 H 2.82 -6.44 3.18  0.12
76 H -4.22 6.95 -2.28  0.09
77 H -0.41 -2.49 -0.30  0.15
78 H 5.22 -2.69 1.23  0.12
79 H -4.54 -3.91 -1.82  0.09
80 H -0.88 -1.94 -3.54  0.09
81 H 2.29 -0.58 -0.67  0.14
82 H -1.73 6.60 0.15  0.11
83 H -4.22 0.86 1.58  0.09
84 H 3.94 -5.06 4.58  0.11
85 H -0.24 5.58 1.43  0.08
86 H 5.28 -4.76 2.50  0.12
87 H 1.21 -2.98 3.17  0.09
88 H 1.59 3.19 -3.36  0.06

- HOMO level: -10.734 eV
- Kohn-Sham gap: 5.6 eV
- Net charge: +1



The following is a quantum chemistry calculation of a structure of composition C28H39BClCsN7O4S3Se in a non-equilibrium geometry, from the OMol25 dataset.

Last column: Löwdin charge in e.
CARTESIAN COORDINATES (ANGSTROEM)
1 Cs -2.25 1.65 -5.08  1.18
2 Se -4.34 6.30 -3.15  0.34
3 Cl -1.13 0.45 -7.64  0.51
4 S 1.56 -1.55 -3.00  0.72
5 S -1.74 2.47 -1.43  0.69
6 S -1.44 -1.79 -1.92  0.85
7 O -2.10 1.47 -7.94  -0.47
8 O -1.73 -0.57 -6.82  -0.49
9 O -0.07 1.09 -6.88  -0.50
10 O -0.64 -0.13 -8.82  -0.32
11 N -3.82 3.54 -4.07  -0.28
12 N -1.30 0.39 0.33  0.04
13 N 0.94 -1.80 1.03  0.22
14 N 0.14 -1.66 -0.04  -0.03
15 N 1.14 1.48 -0.49  0.15
16 N -1.67 -0.44 1.35  0.16
17 N 0.68 0.48 -1.31  0.00
18 C 1.57 3.48 1.12  -0.06
19 C 2.28 3.57 -0.24  -0.56
20 C -3.97 4.66 -3.68  -1.07
21 C 2.42 0.93 -4.65  -0.05
22 C 1.09 -4.08 0.32  0.07
23 C 1.40 -3.03 1.22  -0.21
24 C -2.73 -0.96 3.41  -0.57
25 C -0.36 -2.63 -0.83  -0.60
26 C -3.61 3.38 0.79  -0.07
27 C 1.96 4.88 -0.94  -0.04
28 C 0.21 -3.92 -0.73  -0.21
29 C 1.82 2.42 -1.12  -0.24
30 C -2.21 -0.28 4.68  -0.04
31 C -4.23 -1.23 3.54  -0.06
32 C -2.52 -0.02 2.23  -0.22
33 C 1.57 -4.43 3.29  -0.05
34 C 2.37 -2.03 3.30  -0.06
35 C 3.62 -3.81 2.04  -0.06
36 C 1.40 0.04 -2.43  -0.63
37 C 1.98 1.10 -3.19  -0.25
38 C -2.93 2.03 0.98  -0.24
39 C -3.13 1.25 2.09  0.04
40 C 3.79 3.37 -0.08  -0.05
41 C -1.97 1.56 -0.01  -0.61
42 C 2.24 -3.31 2.46  -0.56
43 C 2.19 2.26 -2.50  0.05
44 C -2.00 -2.27 3.19  -0.07
45 C -0.16 -4.92 -1.82  -0.03
46 B -0.33 -0.35 -0.57  -0.73
47 H 0.21 -4.54 -2.80  0.09
48 H 1.37 -1.69 3.65  0.08
49 H 2.05 -4.52 4.28  0.09
50 H 3.55 -4.79 1.52  0.08
51 H 0.89 4.93 -1.22  0.10
52 H -2.32 -0.93 5.57  0.09
53 H 2.53 5.04 -1.87  0.08
54 H -4.35 3.56 1.59  0.08
55 H -3.86 1.59 2.84  0.12
56 H 3.09 1.75 -4.97  0.08
57 H -2.88 4.22 0.80  0.09
58 H -1.15 -0.02 4.61  0.09
59 H 4.22 4.16 0.56  0.08
60 H 2.95 -0.03 -4.76  0.05
61 H 1.55 -5.07 0.49  0.13
62 H 0.47 3.58 0.99  0.08
63 H -2.76 0.65 4.87  0.08
64 H 1.58 0.92 -5.38  0.07
65 H 1.77 2.50 1.61  0.08
66 H 4.10 -3.10 1.34  0.10
67 H 2.74 3.08 -2.98  0.12
68 H -4.45 -2.00 4.31  0.09
69 H 0.51 -4.23 3.48  0.07
70 H -2.40 -2.80 2.32  0.10
71 H -2.05 -2.91 4.08  0.09
72 H 1.87 4.29 1.81  0.08
73 H 4.02 2.40 0.41  0.10
74 H 0.24 -5.93 -1.66  0.08
75 H 2.78 -1.22 2.68  0.09
76 H 2.15 5.75 -0.28  0.09
77 H -4.78 -0.32 3.79  0.07
78 H 1.64 -5.42 2.78  0.08
79 H -0.91 -2.09 3.01  0.06
80 H -4.11 3.40 -0.19  0.08
81 H -1.25 -4.95 -1.92  0.08
82 H 4.32 3.38 -1.05  0.08
83 H 4.27 -3.91 2.92  0.09
84 H -4.64 -1.60 2.57  0.10
85 H 3.02 -2.16 4.18  0.09

- HOMO level: -4.316 eV
- Energy above the lowest of the compared OMol25 structures with the same formula, charge and spin: 21.4 kJ/mol
- Kohn-Sham gap: 5.5 eV
- Net charge: -1



Quick rundown of calculated total energy, same order as above: -21204.2958; -18517.0542; -81492.6419; -77756.3279; -37148.0208; -159885.1932 eV